1.
C49H70BBrFN6O7PS | ωB97M-V/def2-TZVPD

- strongest force on any atom (eV Å⁻¹) = 6.76
- E_HOMO (Eh) = -0.2710
- structure (SMILES) = CCC[C@@](Br)(O[C@@H]([C@H](F)CC)[C@@](CCOCC)(O[C@H](S)CCCCn1cccc1)B(O)OCC)P(O)O.c1ccncc1.c1ccncc1.c1ccncc1.c1ccncc1.c1ccncc1

Structure (XYZ):
```
137
Properties=species:S:1:pos:R:3:lowdin_charge:R:1
C -6.087 0.633 1.200 -0.170
C -5.006 1.429 2.162 -0.304
C -3.477 0.854 2.114 -0.221
C -2.695 0.939 0.682 -0.797
Br -3.526 2.488 -0.379 0.707
O -1.295 1.306 0.704 -0.265
C -0.364 0.349 1.291 -0.171
C 0.240 -0.563 0.117 -0.149
F -0.106 -2.006 0.411 -0.145
C 1.783 -0.527 -0.299 -0.163
C 2.033 0.077 -1.839 -0.107
C 0.624 1.173 2.274 -0.264
C -0.157 1.917 3.561 -0.047
C -0.390 0.974 4.861 -0.196
O -1.500 0.015 4.783 -0.253
C -2.378 0.104 5.981 -0.233
C -3.399 1.395 5.952 -0.099
O 1.826 0.676 2.769 -0.142
C 2.150 -0.648 3.101 -0.599
S 0.870 -1.925 3.515 0.802
C 3.306 -0.536 4.316 -0.174
C 3.013 -1.441 5.633 -0.254
C 3.471 -3.030 5.523 -0.205
C 4.109 -3.462 4.080 -0.177
N 4.120 -4.996 3.911 -0.175
C 3.585 -6.077 4.825 -0.037
C 3.899 -7.464 3.974 -0.123
C 4.642 -7.131 2.550 -0.066
C 4.743 -5.494 2.617 -0.066
B 1.035 2.547 1.374 -0.331
O 0.310 3.855 1.556 0.028
O 2.144 2.586 0.404 -0.023
C 1.995 3.640 -0.605 -0.220
C 0.710 3.488 -1.609 -0.085
P -3.206 -0.592 -0.309 0.903
O -2.729 -0.602 -1.960 -0.341
O -3.076 -2.090 0.521 -0.304
H -7.176 0.690 1.682 0.083
H -5.792 -0.522 1.272 0.074
H -6.071 0.964 0.078 0.047
H -5.388 1.208 3.274 0.100
H -5.090 2.617 2.077 0.101
H -3.563 -0.311 2.366 0.131
H -2.916 1.321 3.029 0.096
H -1.009 -0.374 1.990 0.154
H -0.387 -0.321 -0.872 0.148
H 2.548 0.025 0.378 0.101
H 2.177 -1.653 -0.375 0.134
H 1.969 -0.869 -2.564 0.087
H 1.185 0.802 -2.190 0.057
H 3.126 0.498 -1.977 0.093
H 0.623 2.758 3.899 0.152
H -1.116 2.498 3.239 0.121
H -0.632 1.696 5.780 0.127
H 0.624 0.429 5.173 0.118
H -1.716 0.165 6.972 0.133
H -3.043 -0.853 6.097 0.127
H -4.080 1.458 5.002 0.052
H -4.045 1.483 6.945 0.093
H -2.700 2.362 5.956 0.081
H 2.792 -1.128 2.210 0.114
H 0.885 -2.996 2.564 -0.056
H 3.321 0.599 4.688 0.129
H 4.405 -0.705 3.879 0.129
H 3.727 -1.001 6.486 0.115
H 1.924 -1.306 6.104 0.105
H 2.456 -3.650 5.635 0.097
H 4.129 -3.357 6.455 0.125
H 3.549 -3.054 3.137 0.102
H 5.255 -3.128 4.107 0.143
H 3.074 -5.919 5.870 0.105
H 3.601 -8.548 4.349 0.080
H 4.994 -7.838 1.681 0.081
H 5.235 -4.865 1.763 0.106
H -0.679 3.718 1.483 0.101
H 2.051 4.748 -0.164 0.139
H 2.962 3.561 -1.303 0.133
H -0.022 4.407 -1.442 0.081
H 0.066 2.524 -1.466 0.068
H 1.072 3.502 -2.727 0.079
H -2.884 0.297 -2.374 0.057
H -3.075 -2.853 -0.127 0.085
C 7.950 -9.931 7.050 -0.088
C 6.781 -9.490 6.440 -0.077
C 6.827 -8.316 5.704 -0.143
N 7.944 -7.572 5.547 0.059
C 9.063 -8.025 6.152 -0.159
C 9.117 -9.187 6.904 -0.087
H 7.953 -10.847 7.633 0.102
H 5.855 -10.046 6.535 0.099
H 5.941 -7.932 5.207 0.055
H 9.946 -7.408 6.012 0.098
H 10.045 -9.505 7.366 0.098
C -5.528 -0.850 -5.693 -0.079
C -6.148 0.366 -5.960 -0.079
C -6.472 1.186 -4.891 -0.154
N -6.223 0.871 -3.601 0.055
C -5.622 -0.317 -3.372 -0.170
C -5.257 -1.202 -4.374 -0.076
H -5.258 -1.519 -6.505 0.095
H -6.374 0.668 -6.976 0.078
H -6.954 2.146 -5.048 0.099
H -5.435 -0.547 -2.327 0.068
H -4.775 -2.142 -4.133 0.102
C 2.495 4.893 -6.505 -0.081
C 1.677 3.773 -6.402 -0.080
C 2.204 2.626 -5.831 -0.161
N 3.470 2.530 -5.370 0.052
C 4.241 3.633 -5.484 -0.156
C 3.804 4.826 -6.037 -0.080
H 2.117 5.811 -6.945 0.105
H 0.653 3.793 -6.759 0.102
H 1.604 1.727 -5.726 0.100
H 5.255 3.529 -5.108 0.100
H 4.466 5.681 -6.101 0.100
C -4.976 -0.231 -12.007 -0.079
C -3.766 -0.458 -11.360 -0.076
C -3.766 -0.533 -9.976 -0.145
N -4.874 -0.393 -9.216 0.058
C -6.034 -0.171 -9.872 -0.151
C -6.135 -0.085 -11.251 -0.075
H -5.016 -0.168 -13.090 0.106
H -2.845 -0.576 -11.920 0.102
H -2.847 -0.712 -9.425 0.103
H -6.910 -0.060 -9.239 0.096
H -7.094 0.093 -11.725 0.102
C -1.389 8.255 -0.697 -0.079
C -1.975 7.064 -1.111 -0.083
C -2.318 6.932 -2.447 -0.152
N -2.120 7.896 -3.372 0.051
C -1.550 9.042 -2.940 -0.155
C -1.170 9.266 -1.627 -0.081
H -1.105 8.395 0.342 0.105
H -2.160 6.258 -0.410 0.094
H -2.775 6.020 -2.819 0.101
H -1.404 9.801 -3.703 0.100
H -0.715 10.206 -1.336 0.100
```

=====

2.
C49H79GeNO3P2SSi2W | ωB97M-V/def2-TZVPD

- strongest force on any atom (eV Å⁻¹) = 0.95
- E_HOMO (Eh) = -0.4994
- charge = +2

Structure (XYZ):
```
139
Properties=species:S:1:pos:R:3:lowdin_charge:R:1
W 0.116 0.245 0.265 0.990
C 0.766 1.648 -3.182 -0.022
C -0.404 2.442 -2.641 -0.565
C -1.740 2.047 -3.235 0.002
C -0.147 3.928 -2.851 -0.012
O -0.442 2.160 -1.174 -0.312
Si -1.189 3.171 -0.064 -0.097
S -0.643 1.971 1.614 0.550
O -0.559 4.624 0.000 -0.136
C -0.329 5.850 0.758 -0.591
C -1.309 6.894 0.251 -0.014
C 1.106 6.258 0.464 -0.010
C -0.526 5.563 2.237 -0.017
O -2.752 3.046 -0.378 -0.138
C -4.032 3.707 -0.178 -0.598
C -5.085 2.675 -0.551 -0.012
C -4.154 4.111 1.279 0.002
C -4.083 4.901 -1.119 -0.002
H 0.676 1.516 -4.260 0.107
H 0.807 0.652 -2.735 0.040
H 1.708 2.155 -2.980 0.081
H -1.720 2.197 -4.313 0.113
H -2.540 2.650 -2.816 0.075
H -1.964 0.997 -3.045 0.053
H 0.015 4.096 -3.916 0.113
H 0.737 4.259 -2.309 0.089
H -0.995 4.539 -2.548 0.087
H -1.223 7.010 -0.828 0.100
H -1.090 7.854 0.715 0.103
H -2.337 6.633 0.500 0.069
H 1.300 6.210 -0.606 0.092
H 1.817 5.613 0.980 0.080
H 1.278 7.282 0.794 0.100
H -1.572 5.377 2.482 0.077
H -0.197 6.421 2.823 0.107
H 0.068 4.705 2.545 0.060
H -5.048 1.819 0.122 0.060
H -4.934 2.332 -1.574 0.093
H -6.080 3.114 -0.484 0.104
H -4.105 3.236 1.928 0.076
H -5.105 4.613 1.452 0.108
H -3.363 4.804 1.558 0.064
H -3.991 4.571 -2.153 0.091
H -3.283 5.609 -0.907 0.061
H -5.034 5.421 -1.015 0.104
N 0.061 -2.593 -1.400 -0.350
P -1.058 -1.349 -1.454 0.907
C -2.651 -1.865 -0.799 -0.386
C -3.001 -3.213 -0.764 -0.081
C -4.297 -3.582 -0.436 -0.059
C -5.248 -2.608 -0.164 -0.043
C -4.901 -1.264 -0.199 -0.070
C -3.600 -0.891 -0.507 -0.132
C -1.426 -1.254 -3.233 -0.347
C -2.739 -1.194 -3.700 -0.083
C -2.998 -1.182 -5.062 -0.044
C -1.953 -1.236 -5.971 -0.044
C -0.643 -1.305 -5.518 -0.050
C -0.384 -1.314 -4.158 -0.109
P 1.314 -2.364 -0.291 0.949
C 2.676 -3.212 -1.150 -0.344
C 3.497 -4.115 -0.473 -0.084
C 4.503 -4.786 -1.146 -0.048
C 4.702 -4.568 -2.502 -0.048
C 3.887 -3.680 -3.187 -0.054
C 2.881 -3.006 -2.513 -0.109
C 1.091 -3.470 1.122 -0.415
C 1.741 -3.194 2.325 -0.122
C 1.636 -4.072 3.392 -0.044
C 0.876 -5.227 3.263 -0.047
C 0.229 -5.509 2.069 -0.049
C 0.343 -4.637 0.996 -0.073
H -0.082 -3.468 -1.905 0.101
H -2.278 -3.982 -1.001 0.098
H -4.567 -4.628 -0.405 0.119
H -6.260 -2.899 0.079 0.120
H -5.642 -0.506 0.010 0.110
H -3.342 0.165 -0.537 0.099
H -3.572 -1.169 -3.011 0.105
H -4.019 -1.142 -5.410 0.118
H -2.160 -1.236 -7.032 0.118
H 0.175 -1.356 -6.222 0.117
H 0.640 -1.354 -3.823 0.074
H 3.351 -4.309 0.581 0.106
H 5.129 -5.486 -0.612 0.117
H 5.485 -5.098 -3.026 0.117
H 4.032 -3.512 -4.245 0.115
H 2.263 -2.313 -3.056 0.074
H 2.325 -2.286 2.436 0.084
H 2.145 -3.858 4.320 0.118
H 0.792 -5.912 4.095 0.118
H -0.355 -6.413 1.968 0.117
H -0.150 -4.880 0.064 0.098
C 2.388 2.690 0.127 -0.199
Si 2.569 0.990 0.927 0.678
C 2.879 1.116 2.822 -0.615
C 3.087 2.602 3.150 -0.084
C 4.138 0.342 3.246 -0.089
C 1.749 0.587 3.705 -0.134
C 4.021 0.221 -0.049 -0.616
C 3.587 0.083 -1.518 -0.115
C 4.551 -1.098 0.518 -0.096
C 5.222 1.195 -0.060 -0.077
H 3.367 3.162 0.199 0.049
H 1.667 3.331 0.620 -0.009
H 2.126 2.647 -0.927 0.016
H 3.887 3.061 2.571 0.084
H 3.350 2.701 4.206 0.100
H 2.178 3.180 2.984 0.065
H 5.048 0.664 2.745 0.070
H 4.032 -0.732 3.096 0.068
H 4.288 0.503 4.315 0.096
H 0.855 1.199 3.648 0.011
H 2.079 0.596 4.747 0.101
H 1.469 -0.440 3.462 0.050
H 2.599 -0.377 -1.657 0.012
H 4.297 -0.534 -2.070 0.095
H 3.549 1.056 -2.002 0.070
H 3.792 -1.744 0.958 0.034
H 5.280 -0.907 1.303 0.076
H 5.054 -1.671 -0.262 0.092
H 5.025 2.095 -0.636 0.074
H 6.069 0.694 -0.536 0.102
H 5.553 1.497 0.933 0.075
C -1.408 -0.240 4.452 -0.200
Ge -2.230 -0.771 2.777 0.751
C -2.931 -2.569 2.939 -0.183
C -3.650 0.478 2.338 -0.219
C -0.640 -0.918 1.521 -0.470
H -2.190 -0.343 5.206 0.042
H -1.072 0.792 4.445 0.008
H -0.577 -0.885 4.727 0.027
H -3.828 -2.530 3.554 0.039
H -2.213 -3.231 3.420 0.026
H -3.196 -2.983 1.969 -0.001
H -3.855 1.048 3.244 0.043
H -4.544 -0.078 2.068 0.019
H -3.406 1.184 1.548 -0.032
H -0.145 -1.835 1.844 -0.020
```

=====

3.
C49H82N6O32 | ωB97M-V/def2-TZVPD

- strongest force on any atom (eV Å⁻¹) = 1.52
- E_HOMO (Eh) = -0.3538
- structure (SMILES) = [H]/N=C(\N)NCCCCN1C(=O)c2c(CN)ccc(-c3ccncc3)c2C1=O.COC(=O)OC.COC(=O)OC.COC(=O)OC.COC(=O)OC.COC(=O)OC.COC(=O)OC.COC(=O)OC.COC(=O)OC.COC(=O)OC.COC(=O)OC

Structure (XYZ):
```
169
Properties=species:S:1:pos:R:3:lowdin_charge:R:1
H -2.160 5.455 2.691 0.055
N -3.092 5.099 2.887 0.159
C -3.839 5.396 1.920 -0.533
N -3.351 6.164 0.801 0.082
N -5.212 5.005 1.855 0.006
C -5.449 3.569 2.154 -0.209
C -5.980 2.861 0.914 -0.196
C -4.847 2.618 -0.062 -0.174
C -5.349 2.022 -1.371 -0.107
N -4.419 2.258 -2.493 0.055
C -4.739 3.391 -3.282 -0.360
O -5.753 3.516 -3.877 0.166
C -3.552 4.318 -3.227 -0.022
C -3.399 5.640 -3.646 -0.149
C -4.516 6.403 -4.327 -0.200
N -4.784 5.878 -5.688 0.033
C -2.166 6.238 -3.378 0.002
C -1.132 5.524 -2.776 0.015
C -1.292 4.194 -2.389 -0.104
C -0.160 3.469 -1.765 -0.176
C -0.098 3.171 -0.415 -0.016
C 1.016 2.534 0.093 -0.132
N 2.078 2.121 -0.609 0.072
C 1.977 2.410 -1.914 -0.142
C 0.932 3.071 -2.525 -0.005
C -2.537 3.609 -2.603 -0.021
C -3.037 2.259 -2.224 -0.371
O -2.422 1.342 -1.792 0.163
H -3.715 7.108 0.881 0.079
H -3.753 5.771 -0.044 0.053
H -5.723 5.556 2.531 0.115
H -4.520 3.089 2.447 0.101
H -6.136 3.479 2.988 0.114
H -6.467 1.936 1.224 0.119
H -6.745 3.496 0.470 0.114
H -4.384 3.587 -0.244 0.108
H -4.154 1.932 0.410 0.095
H -5.599 0.974 -1.249 0.130
H -6.282 2.510 -1.637 0.121
H -5.397 6.313 -3.697 0.110
H -4.182 7.436 -4.379 0.107
H -4.639 6.658 -6.320 0.061
H -4.043 5.226 -5.912 0.052
H -2.016 7.269 -3.654 0.116
H -0.183 6.010 -2.608 0.125
H -0.916 3.428 0.240 0.113
H 1.047 2.339 1.158 0.109
H 2.807 2.094 -2.533 0.110
H 0.961 3.254 -3.587 0.119
C -2.002 0.213 1.248 -0.033
O -2.653 -0.154 2.466 0.007
C -1.817 -0.382 3.479 -0.624
O -0.618 -0.303 3.433 0.124
O -2.539 -0.712 4.548 0.003
C -1.766 -0.983 5.721 -0.025
H -2.779 0.368 0.507 0.064
H -1.439 1.135 1.377 0.085
H -1.345 -0.583 0.904 0.101
H -1.198 -0.104 6.021 0.096
H -1.099 -1.827 5.556 0.099
H -2.473 -1.230 6.508 0.083
C 6.463 -2.799 -2.609 -0.037
O 5.432 -2.731 -1.623 0.009
C 4.430 -1.918 -1.959 -0.622
O 4.377 -1.245 -2.955 0.122
O 3.478 -2.021 -1.036 0.005
C 2.338 -1.193 -1.289 -0.038
H 7.221 -3.478 -2.228 0.086
H 6.067 -3.194 -3.543 0.095
H 6.908 -1.819 -2.770 0.098
H 1.880 -1.454 -2.242 0.106
H 2.610 -0.142 -1.275 0.062
H 1.625 -1.378 -0.494 0.078
C -2.920 3.144 9.934 -0.028
O -1.525 3.357 10.179 0.005
C -0.722 2.664 9.373 -0.630
O -1.078 1.912 8.506 0.126
O 0.540 2.941 9.702 -0.020
C 1.518 2.252 8.915 -0.035
H -3.452 3.761 10.652 0.094
H -3.183 3.452 8.924 0.100
H -3.183 2.099 10.084 0.088
H 1.427 2.524 7.866 0.098
H 1.419 1.174 9.034 0.098
H 2.487 2.568 9.290 0.096
C 3.422 -5.742 -5.240 -0.024
O 4.847 -5.650 -5.310 0.002
C 5.409 -6.464 -6.200 -0.624
O 4.827 -7.230 -6.923 0.122
O 6.728 -6.284 -6.150 -0.001
C 7.472 -7.100 -7.060 -0.032
H 3.102 -5.034 -4.481 0.094
H 2.969 -5.474 -6.191 0.079
H 3.115 -6.743 -4.944 0.105
H 7.195 -6.882 -8.089 0.098
H 7.315 -8.155 -6.845 0.099
H 8.521 -6.860 -6.909 0.087
C 1.612 -2.989 13.435 -0.040
O 1.100 -1.701 13.785 0.004
C 1.488 -0.719 12.971 -0.625
O 2.203 -0.842 12.011 0.122
O 0.945 0.417 13.400 0.011
C 1.285 1.559 12.607 -0.025
H 1.220 -3.683 14.173 0.093
H 1.272 -3.281 12.444 0.097
H 2.699 -2.993 13.473 0.097
H 0.938 1.432 11.588 0.075
H 2.361 1.728 12.621 0.103
H 0.781 2.411 13.052 0.101
C -1.869 -6.567 -3.114 -0.036
O -1.733 -5.487 -2.187 0.006
C -0.513 -5.366 -1.665 -0.623
O 0.430 -6.073 -1.908 0.125
O -0.513 -4.319 -0.842 0.010
C 0.750 -4.066 -0.219 -0.032
H -2.900 -6.548 -3.454 0.092
H -1.203 -6.431 -3.964 0.086
H -1.664 -7.518 -2.627 0.098
H 1.509 -3.863 -0.969 0.085
H 1.051 -4.905 0.405 0.104
H 0.618 -3.191 0.410 0.086
C -1.607 6.169 -7.961 -0.037
O -1.852 7.466 -7.411 -0.011
C -1.414 8.474 -8.167 -0.626
O -0.856 8.370 -9.225 0.132
O -1.706 9.615 -7.542 0.001
C -1.292 10.790 -8.245 -0.037
H -2.010 5.454 -7.249 0.079
H -2.118 6.051 -8.915 0.102
H -0.541 5.990 -8.083 0.100
H -1.787 10.852 -9.212 0.098
H -0.212 10.797 -8.377 0.098
H -1.589 11.633 -7.629 0.093
C -5.618 -1.771 7.130 -0.039
O -5.385 -0.781 8.135 0.003
C -5.340 -1.258 9.377 -0.625
O -5.477 -2.408 9.699 0.127
O -5.110 -0.238 10.206 -0.006
C -5.030 -0.611 11.583 -0.039
H -5.621 -1.251 6.176 0.095
H -4.821 -2.512 7.130 0.095
H -6.582 -2.255 7.276 0.097
H -4.211 -1.309 11.746 0.098
H -5.967 -1.051 11.917 0.098
H -4.842 0.304 12.138 0.091
C 10.068 -5.433 -3.757 -0.036
O 11.493 -5.341 -3.800 0.009
C 12.059 -6.151 -4.693 -0.626
O 11.477 -6.905 -5.429 0.117
O 13.378 -5.980 -4.635 0.007
C 14.116 -6.792 -5.549 -0.039
H 9.727 -4.732 -3.000 0.087
H 9.634 -5.158 -4.716 0.094
H 9.756 -6.436 -3.474 0.101
H 13.839 -6.563 -6.576 0.097
H 13.951 -7.848 -5.344 0.097
H 15.164 -6.551 -5.393 0.093
C 1.070 -6.317 -8.152 -0.040
O 0.093 -6.229 -7.111 0.002
C -0.932 -5.423 -7.379 -0.622
O -1.090 -4.791 -8.390 0.130
O -1.751 -5.431 -6.327 -0.014
C -2.902 -4.595 -6.474 -0.033
H 1.841 -6.996 -7.799 0.088
H 0.632 -6.713 -9.066 0.099
H 1.513 -5.341 -8.345 0.098
H -3.508 -4.921 -7.317 0.099
H -2.607 -3.556 -6.605 0.100
H -3.472 -4.697 -5.555 0.089
```

=====

| no. | calculated total energy (eV) |
| --- | --- |
| 1 | -168765.63637 |
| 2 | -163230.20039 |
| 3 | -126604.25369 |